# C19H31N7O3

C19H31N7O3 in the gas phase at a distorted geometry (the ωB97M-V functional and the def2-TZVPD basis, the OMol25 dataset).

## Properties
maximum force = 1.83 eV Å⁻¹
calculated total energy = -36776.5974 eV
orbital gap = 8.35 eV
charge = 0

The geometry in XYZ format:
```
60
Properties=species:S:1:pos:R:3:forces:R:3
C -5.1490 0.0429 1.6229 -0.1 0.1 0.1
O -4.6123 -1.1034 1.0169 0.1 -0.3 -0.1
C -5.4758 -1.6694 0.0494 -0.2 -0.2 0.0
C -4.7964 -2.8838 -0.5780 0.1 0.5 0.0
C -3.6669 -2.4938 -1.5353 -0.3 -0.3 -0.1
N -2.6293 -1.7273 -0.8782 0.3 0.0 0.2
C -2.6897 -0.3728 -0.8645 -0.7 0.1 -0.9
N -3.5137 0.2272 -1.6830 0.2 -0.6 -0.1
C -3.6419 1.5544 -1.4912 0.2 1.4 1.0
N -4.3982 2.4269 -2.1107 0.0 -0.9 -0.4
O -4.2468 3.5824 -1.4312 -0.1 0.2 0.0
N -3.4078 3.4753 -0.3831 0.7 -0.2 0.7
C -3.0002 2.2300 -0.3845 -1.1 0.1 -1.4
N -2.0885 1.6181 0.3968 0.5 -0.5 0.2
C -1.8552 0.3638 0.1053 -0.1 1.0 0.5
N -0.9032 -0.2976 0.8213 -0.3 -0.3 0.2
C -0.3510 0.3828 1.9789 0.0 0.4 0.3
C 0.8393 1.2716 1.6205 0.1 -0.3 0.1
C 1.9219 0.4392 0.9324 0.0 0.4 -0.4
C 3.1167 1.2983 0.4718 -0.1 -0.2 0.3
C 3.8050 2.0022 1.6484 -0.1 -0.1 -0.3
N 4.0123 0.4820 -0.3406 0.2 0.1 -0.1
C 4.8156 1.2222 -1.2945 0.1 -0.3 -0.2
C 5.4537 0.2262 -2.2653 -0.1 0.4 -0.1
O 6.2539 -0.7141 -1.5882 0.2 0.0 0.0
C 5.4948 -1.4056 -0.6259 -0.1 -0.1 0.4
C 4.8661 -0.4423 0.3832 0.1 -0.2 -0.3
C 1.2939 -0.2751 -0.2658 0.0 -0.3 0.4
C 0.0901 -1.1228 0.1562 0.4 0.0 -0.5
H -5.3828 0.8142 0.8791 0.0 0.0 0.0
H -4.3930 0.4205 2.3089 -0.1 0.1 0.0
H -6.0652 -0.1938 2.1775 0.0 0.0 0.0
H -6.4173 -1.9730 0.5336 0.1 0.1 0.0
H -5.7102 -0.9252 -0.7255 0.0 0.0 0.1
H -4.4002 -3.5079 0.2263 -0.1 -0.1 0.0
H -5.5405 -3.4590 -1.1291 0.0 -0.1 0.0
H -4.0547 -1.8763 -2.3461 0.1 -0.2 0.0
H -3.2094 -3.3972 -1.9501 -0.1 0.1 -0.1
H -2.2911 -2.1383 -0.0191 0.1 0.1 0.0
H -0.0379 -0.3930 2.6857 0.0 0.0 0.0
H -1.1433 0.9826 2.4254 0.1 -0.1 0.1
H 0.4945 2.0637 0.9547 0.0 0.1 0.0
H 1.2187 1.7280 2.5337 0.0 0.1 0.1
H 2.2794 -0.3150 1.6425 0.0 -0.1 0.1
H 2.7231 2.0672 -0.2037 0.0 0.0 0.0
H 3.1689 2.7877 2.0443 0.0 0.1 0.1
H 4.0309 1.2988 2.4465 0.0 -0.1 0.1
H 4.7332 2.4614 1.3156 0.1 0.1 0.0
H 4.1739 1.9075 -1.8512 0.0 0.0 0.0
H 5.6176 1.8030 -0.8061 0.0 0.0 0.0
H 6.1116 0.7380 -2.9695 -0.1 0.0 0.0
H 4.6566 -0.2935 -2.8186 0.1 0.1 0.0
H 6.1822 -2.0933 -0.1300 -0.1 0.0 0.0
H 4.6972 -1.9796 -1.1229 0.1 0.0 0.1
H 4.2720 -1.0095 1.0998 0.0 0.0 0.1
H 5.6776 0.0764 0.9208 -0.1 0.0 0.0
H 0.9637 0.4715 -0.9913 0.0 0.1 -0.1
H 2.0369 -0.9087 -0.7484 0.0 0.0 -0.1
H 0.4090 -1.8990 0.8603 0.0 0.0 -0.1
H -0.3384 -1.5956 -0.7269 0.0 0.0 0.2
```
Forces are in eV/Å.

# C4H11N2O2S

A 2-piece molecular cluster, C4H11N2O2S overall at a distorted geometry (the ωB97M-V functional and the def2-TZVPD basis, the OMol25 dataset).

## Properties
maximum force = 3.55 eV Å⁻¹
calculated total energy = -22234.5396 eV
orbital gap (alpha / beta) = 7.07 / 6.14 eV
charge = -1

The geometry in XYZ format:
```
20
Properties=species:S:1:pos:R:3:forces:R:3
C -1.1332 -1.4193 0.0522 -2.1 -2.5 1.5
C 1.3457 -1.9825 -0.0122 -0.4 0.2 -1.4
C 0.4520 2.5397 -1.0908 -1.8 -0.1 0.3
C 0.1927 -1.0979 -0.6412 0.0 -0.1 -0.1
N -0.1777 1.2592 -0.8291 -0.7 -1.9 1.1
N 0.6835 0.2661 -0.4984 0.4 0.6 -1.0
O -0.9336 0.2616 3.2659 -0.3 -0.5 0.3
O -1.0991 1.8152 1.3569 -2.1 1.5 -0.8
S -0.2318 1.2157 2.3768 1.9 -0.7 1.5
H -2.1065 -0.9141 -0.2094 1.3 -0.2 -0.6
H -1.3024 -2.5814 -0.1106 0.0 2.1 0.1
H -1.2298 -1.3400 1.1877 1.1 0.2 -1.3
H 1.7798 -1.4885 0.8794 -0.5 -0.3 -0.4
H 2.1578 -2.0447 -0.7972 -0.7 -0.2 1.0
H 0.9060 -2.9816 0.2139 0.7 0.5 -0.1
H 1.0164 3.0269 -0.3059 0.4 -0.4 0.8
H 1.1320 2.4004 -1.9498 -0.8 0.7 -0.1
H -0.5183 3.1266 -1.0993 1.5 0.3 -1.2
H 0.0405 -1.4268 -1.7896 0.5 0.9 2.1
H -0.9741 1.3653 0.0006 1.6 -0.1 -1.6
```
Forces are in eV/Å.

# C7H12N4O2

C7H12N4O2 in the gas phase at a distorted geometry (the ωB97M-V functional and the def2-TZVPD basis, the OMol25 dataset).

## Properties
maximum force = 4.83 eV Å⁻¹
calculated total energy = -17502.4749 eV
orbital gap = 9.51 eV
charge = 0

The geometry in XYZ format:
```
25
Properties=species:S:1:pos:R:3:forces:R:3
O 1.0123 0.6985 3.2727 -0.9 1.5 -1.2
N 0.7738 1.4021 2.2954 1.5 0.9 -1.4
O 0.8160 2.6304 2.1600 -0.4 -1.4 1.2
N 0.6693 0.7507 1.0504 0.2 -4.5 1.8
N 0.1831 -0.6942 1.2147 0.9 1.7 0.8
C 0.9732 -1.5729 0.2840 -0.9 3.5 -0.8
C 0.7251 -0.8927 -1.0661 1.6 -0.9 -1.7
C 1.3279 0.5813 -1.0791 -0.4 -2.5 1.8
N 0.5171 1.3318 -0.1791 -1.3 1.6 1.8
C -0.9102 1.3440 -0.5159 -1.1 3.6 -1.5
C -1.5818 -0.0135 -0.4104 2.9 -0.6 0.9
C -1.2495 -0.6054 1.0098 -0.2 -0.1 -0.2
C -0.7860 -0.9401 -1.4076 0.4 0.8 0.3
H 0.7941 -2.6415 0.3039 -0.4 0.1 0.4
H 1.9823 -1.2998 0.4741 1.1 -0.6 0.8
H 1.3035 -1.4747 -1.8347 -0.6 0.4 0.3
H 2.3656 0.7015 -0.7416 -0.2 -0.6 -0.1
H 1.2486 1.0071 -2.0101 -0.3 0.9 -2.4
H -0.8973 1.8038 -1.6107 -0.5 -1.1 2.0
H -1.4411 2.1856 0.1254 1.1 -1.8 -1.0
H -2.6245 0.0261 -0.5347 -1.3 0.1 -0.5
H -1.6943 -0.1750 1.9543 0.2 0.1 -1.3
H -1.5967 -1.6166 0.9700 -0.4 -0.9 0.2
H -0.8699 -0.5303 -2.4299 -0.5 -0.6 0.3
H -1.0404 -2.0062 -1.2946 -0.5 0.4 -0.5
```
Forces are in eV/Å.

# C5H13NO

A 2-piece molecular cluster, C5H13NO overall at a distorted geometry (the ωB97M-V functional and the def2-TZVPD basis, the OMol25 dataset).

## Properties
maximum force = 4.42 eV Å⁻¹
calculated total energy = -8931.6963 eV
orbital gap = 10.18 eV
charge = 0

The geometry in XYZ format:
```
20
Properties=species:S:1:pos:R:3:forces:R:3
C 2.3162 -0.5093 -0.9274 -1.5 0.7 -0.5
C 1.1292 -0.0573 -1.3744 0.3 -1.3 -0.8
C 0.2254 1.0281 -0.9294 0.8 -1.2 2.0
C -0.6549 0.2460 0.1524 -0.7 2.7 0.6
C -1.5403 1.3312 0.8843 -0.9 -1.3 -0.2
N -1.5266 -0.7523 -0.3680 2.1 -3.6 -1.5
H 2.6807 -1.4882 -1.2715 0.1 0.7 0.4
H 2.8186 0.1109 -0.1961 0.5 -0.3 0.0
H 0.5214 -0.7164 -1.9952 0.7 -0.2 -0.5
H 0.7807 1.8148 -0.4341 0.0 0.3 0.2
H -0.3994 1.4403 -1.7018 -0.3 0.1 -0.4
H -0.0058 -0.3271 0.8499 -0.2 1.3 -0.6
H -2.5722 1.3376 0.4235 1.3 0.5 -0.1
H -1.8153 1.0739 1.8984 0.3 -0.5 0.5
H -1.0676 2.2988 0.9781 0.0 0.3 -0.5
H -0.8527 -1.4932 -0.8686 -2.2 1.8 1.4
H -2.1443 -0.4619 -1.1021 -0.3 0.6 -0.3
O 1.0077 -1.8780 2.1688 -1.0 0.6 -0.7
H 0.5595 -1.0825 2.5042 0.5 -0.4 0.5
H 0.5396 -1.9154 1.3090 0.7 -0.6 0.5
```
Forces are in eV/Å.

# C27H30IrN6O2

C27H30IrN6O2 as an isolated structure (the ωB97M-V functional and the def2-TZVPD basis, the OMol25 dataset).

## Properties
maximum force = 0.10 eV Å⁻¹
multiplicity = 2
calculated total energy = -44343.7332 eV
expectation value of S² = 0.764
orbital gap (alpha / beta) = 7.69 / 5.82 eV
charge = +2

The geometry in XYZ format:
```
66
Properties=species:S:1:pos:R:3:forces:R:3
Ir 0.6964 0.5927 -0.0695 0.0 0.0 -0.1
C 1.2960 5.8827 2.0468 0.0 0.0 0.0
C -0.1420 5.9563 2.4869 0.0 0.0 0.0
C -0.5043 6.7411 3.5808 0.0 0.0 0.0
C -1.8204 6.8247 4.0044 0.0 0.0 0.0
C -2.8196 6.1218 3.3421 0.0 0.0 0.0
C -2.4871 5.3293 2.2580 0.0 0.0 0.0
C -1.1614 5.2533 1.8433 0.0 0.0 0.0
N -0.8442 4.3967 0.7264 0.0 0.0 0.0
C -0.3609 3.1583 0.8703 0.0 0.0 0.0
N -0.1851 2.7344 2.1602 0.0 0.0 0.0
C 0.1376 1.5023 2.6596 0.0 0.0 0.0
C 0.5127 0.4048 1.8199 0.0 0.0 0.0
C 0.7912 -0.8417 2.4144 0.0 0.0 0.0
C 0.7131 -0.9835 3.7684 0.0 0.0 0.0
C 0.3525 0.1182 4.5885 0.0 0.0 0.0
C 0.0676 1.3521 4.0688 0.0 0.0 0.0
C -0.3394 2.5091 4.9372 0.0 0.0 0.0
N -0.0581 2.4003 -0.1520 0.0 0.0 0.0
C -0.3137 2.8088 -1.5092 0.0 0.0 0.0
C 0.7946 3.1038 -2.3070 0.0 0.0 0.0
C 0.6232 3.4634 -3.6306 0.0 0.0 0.0
C -0.6627 3.5379 -4.1487 0.0 0.0 0.0
C -1.7560 3.2455 -3.3500 0.0 0.0 0.0
C -1.6179 2.8583 -2.0181 0.0 0.0 0.0
C -2.8399 2.4913 -1.2252 0.0 0.0 0.0
H 1.7865 6.8433 2.1937 0.0 0.0 0.0
H 1.3877 5.6220 0.9922 0.0 0.0 0.0
H 1.8510 5.1476 2.6380 0.0 0.0 0.0
H 0.2613 7.3082 4.0958 0.0 0.0 0.0
H -2.0711 7.4501 4.8506 0.0 0.0 0.0
H -3.8487 6.1950 3.6649 0.0 0.0 0.0
H -3.2459 4.7723 1.7225 0.0 0.0 0.0
H -0.9779 4.7284 -0.2197 0.0 0.0 0.0
H -0.4612 3.4320 2.8452 0.0 0.0 0.0
H 1.0494 -1.6903 1.7916 0.0 0.0 0.0
H 0.9187 -1.9394 4.2309 0.0 0.0 0.0
H 0.2914 -0.0304 5.6589 0.0 0.0 0.0
H -0.3310 2.2176 5.9843 0.0 0.0 0.0
H -1.3530 2.8496 4.7046 0.0 0.0 0.0
H 0.3414 3.3589 4.8308 0.0 0.0 0.0
H 1.7894 3.0563 -1.8818 0.0 0.0 0.0
H 1.4802 3.6922 -4.2485 0.0 0.0 0.0
H -0.8159 3.8262 -5.1798 0.0 0.0 0.0
H -2.7526 3.3054 -3.7692 0.0 0.0 0.0
H -3.6850 3.1061 -1.5316 0.0 0.0 0.0
H -2.7119 2.6018 -0.1501 0.0 0.0 0.0
H -3.1098 1.4510 -1.4178 0.0 0.0 0.0
C 5.6928 3.1249 0.1531 0.0 0.0 0.0
C 4.6972 2.0313 -0.0044 0.0 0.0 0.0
C 4.8607 0.6872 -0.2939 0.0 0.0 0.0
C 3.5766 0.1490 -0.3514 0.0 0.0 0.0
N 2.6770 1.1065 -0.1128 -0.1 0.0 0.0
N 3.3709 2.2445 0.1011 0.0 0.0 0.0
C 3.0990 -1.2427 -0.6007 0.0 0.0 0.0
H 6.5881 2.7473 0.6418 0.0 0.0 0.0
H 5.2956 3.9469 0.7473 0.0 0.0 0.0
H 5.9835 3.5146 -0.8231 0.0 0.0 0.0
H 5.7948 0.1738 -0.4434 0.0 0.0 0.0
H 2.8958 3.1070 0.3107 0.0 0.0 0.0
H 3.4854 -1.9356 0.1456 0.0 0.0 0.0
H 3.3899 -1.5990 -1.5880 0.0 0.0 0.0
H 1.9929 -1.3228 -0.5673 0.0 0.0 0.0
O -1.0564 -0.2414 -0.4898 -0.1 0.0 0.0
N -2.1350 -0.2551 0.2907 0.1 0.0 0.0
O -2.0364 0.3151 1.3271 0.0 0.0 0.0
```
Forces are in eV/Å.

# C11H31O13

A 6-piece molecular cluster, C11H31O13 overall at a distorted geometry (the ωB97M-V functional and the def2-TZVPD basis, the OMol25 dataset).

## Properties
maximum force = 3.18 eV Å⁻¹
calculated total energy = -38526.2717 eV
orbital gap = 7.50 eV
charge = -1

The geometry in XYZ format:
```
55
Properties=species:S:1:pos:R:3:forces:R:3
O 0.5811 1.6349 -0.2759 -0.2 -0.8 -0.6
C -0.2431 1.4133 0.8412 -0.5 0.6 3.1
O -0.4804 0.2053 1.1089 -0.1 0.3 -1.4
O -0.5246 2.3711 1.5543 0.0 0.4 -1.2
H 0.7624 0.6905 -0.4320 0.3 0.4 -0.4
C 1.1484 0.4482 -3.3496 -1.2 -0.2 1.1
C 0.2240 -0.7081 -2.9382 0.6 -0.7 -0.2
O 0.3849 -1.1194 -1.5642 -0.3 0.4 -0.8
O 0.4559 1.6836 -3.1351 0.7 -0.4 -0.2
H 1.3907 0.2873 -4.3976 0.1 0.5 -0.1
H 2.0296 0.4304 -2.7041 0.3 -0.2 -0.3
H 0.4477 -1.6014 -3.5298 0.0 0.1 -0.3
H -0.8013 -0.4018 -3.1533 -0.1 0.0 0.2
H 0.3341 -2.0784 -1.5732 -0.2 -0.1 0.5
H 0.4851 1.7784 -2.1634 -0.4 0.5 -0.1
C 1.9581 -1.6381 2.1275 -0.4 0.3 -0.8
C 2.8167 -1.6869 0.8569 -0.4 0.2 -0.1
O 2.5516 -0.5875 -0.0064 0.1 0.2 0.1
O 0.5890 -1.8859 1.8073 2.0 -1.4 0.7
H 2.0956 -0.6587 2.5967 -0.2 0.3 -0.2
H 2.3382 -2.3321 2.8788 -0.3 -0.5 -0.1
H 2.5599 -2.5741 0.2678 0.2 -0.4 0.4
H 3.8875 -1.6689 1.0694 0.0 0.0 0.1
H 1.6938 -0.7737 -0.4267 0.4 -0.1 0.0
H 0.2464 -1.1264 1.2987 -0.2 0.8 0.3
C -2.2200 -4.1084 0.9597 2.0 -0.7 -0.5
C -1.8851 -3.3959 2.2680 -1.7 0.3 0.5
O -2.0492 -1.9974 2.1683 -0.2 -1.1 -0.4
O -1.5994 -3.4109 -0.1530 -0.6 0.0 0.1
H -3.2608 -4.3317 0.7279 -0.2 0.5 0.4
H -1.6977 -5.0743 0.9830 -0.3 -0.2 0.2
H -0.9457 -3.7132 2.7276 0.4 0.3 -0.6
H -2.6536 -3.7465 2.9705 0.0 0.0 0.1
H -1.7514 -1.8086 1.2646 0.1 0.7 0.4
H -2.2640 -3.4184 -0.8459 0.1 0.2 -0.1
C -3.3940 0.3876 -0.6839 -1.1 0.5 -0.5
C -3.5640 1.7916 -1.2815 1.0 0.4 0.2
O -4.8930 2.2496 -1.0686 -0.7 -0.3 0.2
O -3.5957 0.4387 0.7204 0.1 -0.3 -0.6
H -2.4766 -0.1150 -0.9851 0.5 0.4 0.6
H -4.1870 -0.2315 -1.1291 -0.1 0.0 -0.1
H -3.2705 1.8707 -2.3332 -0.2 -0.4 -0.1
H -2.9248 2.5120 -0.7608 0.3 -0.4 0.2
H -5.2644 2.6337 -1.8619 0.1 0.0 -0.1
H -4.5321 0.6536 0.7929 0.1 0.1 0.3
C 3.4059 2.7886 1.4076 -0.3 0.7 -1.1
C 3.2602 3.5502 0.0795 0.1 0.2 0.5
O 2.0029 4.1893 -0.0551 0.1 -0.3 -0.5
O 3.3207 3.7322 2.4688 0.1 -0.1 0.1
H 4.3734 2.2794 1.4158 0.0 -0.1 0.0
H 2.5870 2.0676 1.3603 0.0 -0.2 0.7
H 3.4696 2.8360 -0.7220 -0.1 0.0 -0.2
H 3.9864 4.3632 0.0174 0.2 -0.1 0.1
H 1.3873 3.5643 -0.4673 0.0 0.0 0.5
H 3.7049 3.3416 3.2571 -0.2 -0.1 0.0
```
Forces are in eV/Å.

# C4H9O2

An isolated ion of composition C4H9O2 and charge -1 at a distorted geometry (the ωB97M-V functional and the def2-TZVPD basis, the OMol25 dataset).

## Properties
maximum force = 2.51 eV Å⁻¹
calculated total energy = -8388.5818 eV
orbital gap = 7.40 eV
charge = -1

The geometry in XYZ format:
```
15
Properties=species:S:1:pos:R:3:forces:R:3
C -0.3721 -0.8785 -1.8084 -0.2 1.9 0.1
C -0.6366 -0.2347 -0.4260 0.2 -0.9 0.3
O -1.0071 -1.2832 0.3885 0.3 0.7 0.1
C 0.5686 0.6105 0.0828 -0.6 0.0 -1.3
C 0.5005 0.8892 1.5504 0.6 -1.6 1.8
O 0.2226 -0.2955 2.3478 0.7 0.7 -0.3
H -0.1962 -0.0994 -2.5713 -0.5 0.0 -0.2
H 0.5730 -1.4232 -1.8184 -0.5 -0.7 0.3
H -1.3338 -1.3940 -1.9321 0.8 -0.5 -0.6
H -1.4279 0.5505 -0.5527 -0.3 -0.3 -0.1
H 1.5120 0.1329 -0.2057 0.0 -0.2 0.3
H 0.5279 1.5617 -0.4873 0.2 -0.2 0.3
H -0.2364 1.6226 1.8666 -0.1 0.5 -0.4
H 1.5031 1.1502 1.8927 0.0 0.8 0.0
H -0.1976 -0.9093 1.6732 -0.8 -0.2 -0.2
```
Forces are in eV/Å.